--- one ---
Here is a cluster of 3 separate species, C4H14NO2 in total from OMol25. Energies are from the ωB97M-V functional and the def2-TZVPD basis.

E_HOMO = -13.420 eV
charge = +1
LUMO = -3.084 eV
orbital gap = 10.336 eV

Structure (XYZ):
```
21
Properties=species:S:1:pos:R:3:lowdin_charge:R:1
C -0.466 0.992 1.847 -0.13
C -1.358 -0.220 1.510 -0.16
C -0.937 -0.883 0.183 -0.19
C -1.844 -1.290 -0.700 0.04
N 0.375 1.514 0.727 0.16
H -1.143 1.792 2.120 0.13
H 0.169 0.743 2.694 0.13
H -1.309 -1.023 2.249 0.12
H -2.374 0.155 1.434 0.11
H 0.127 -0.883 -0.012 0.07
H -1.625 -1.508 -1.734 0.07
H -2.851 -1.456 -0.327 0.08
H 1.273 1.060 0.552 0.15
H -0.089 1.457 -0.179 0.14
H 0.556 2.502 0.913 0.17
H 1.823 -2.368 -1.174 0.07
H 2.282 -2.275 -2.537 0.07
O 1.951 -1.670 -1.848 -0.06
H 2.092 1.761 -2.299 0.05
H 1.736 0.315 -1.776 0.03
O 1.611 1.284 -1.644 -0.05
```

---

--- two ---
Here is a cluster of 2 separate species, C4H14NO2 in total from OMol25. Energies are from the ωB97M-V functional and the def2-TZVPD basis.

E_HOMO = -15.080 eV
charge = +1
LUMO = -2.858 eV
orbital gap = 12.221 eV

Structure (XYZ):
```
21
Properties=species:S:1:pos:R:3:lowdin_charge:R:1
O -0.694 -0.059 -1.783 -0.11
C -1.637 0.130 -0.724 -0.13
C -0.807 -0.102 0.620 -0.26
N 0.652 0.225 0.267 0.04
C 1.597 -0.430 1.227 0.01
C -1.248 0.818 1.744 -0.03
H -0.647 0.712 -2.342 0.11
H -2.388 -0.658 -0.904 0.14
H -2.083 1.099 -0.920 0.13
H -0.971 -1.145 0.918 0.16
H 0.855 -0.001 -0.716 0.12
H 0.728 1.220 0.469 0.17
H 1.151 -0.542 2.229 0.10
H 2.556 0.099 1.274 0.12
H 1.618 -1.476 0.985 0.10
H -2.300 0.720 1.980 0.10
H -0.576 0.629 2.596 0.09
H -1.090 1.854 1.453 0.09
H 0.976 -1.133 -2.785 0.04
H 2.492 -1.257 -2.986 0.05
O 1.819 -0.701 -2.599 -0.05
```

---

--- three ---
Here is a cluster of 2 separate species, C4H14NO2 in total from OMol25. Energies are from the ωB97M-V functional and the def2-TZVPD basis.

E_HOMO = -14.629 eV
charge = +1
LUMO = -3.178 eV
orbital gap = 11.451 eV

Structure (XYZ):
```
21
Properties=species:S:1:pos:R:3:lowdin_charge:R:1
O -2.109 0.081 0.326 -0.04
C -1.184 -1.099 0.560 -0.13
C 0.167 -0.684 -0.013 -0.25
N 0.571 0.551 0.821 0.01
C 1.466 1.529 0.092 0.04
C 1.400 -1.709 0.005 0.03
H -2.782 -0.206 0.887 0.06
H -1.521 -1.998 -0.032 0.15
H -1.241 -1.563 1.533 0.13
H 0.066 -0.275 -0.961 0.11
H -0.296 1.040 1.130 0.17
H 1.021 0.223 1.732 0.20
H 1.749 2.294 0.858 0.13
H 0.870 1.971 -0.695 0.10
H 2.284 1.048 -0.336 0.08
H 1.869 -1.623 -0.924 0.07
H 2.022 -1.453 0.862 0.09
H 1.025 -2.709 0.188 0.09
H -2.447 1.771 -2.359 0.08
H -1.451 1.062 -1.517 -0.05
O -1.478 1.750 -2.158 -0.05
```

---

--- four ---
Here is a cluster of 2 separate species, C4H14NO2 in total from OMol25. Energies are from the ωB97M-V functional and the def2-TZVPD basis.

E_HOMO = -14.808 eV
charge = +1
LUMO = -2.929 eV
orbital gap = 11.879 eV

Structure (XYZ):
```
21
Properties=species:S:1:pos:R:3:lowdin_charge:R:1
O -0.393 -2.167 0.376 -0.06
C -0.304 -1.510 -0.886 -0.17
C 0.627 -0.296 -0.673 -0.30
N 0.362 0.316 0.694 0.02
C 1.441 0.020 1.679 0.02
C 0.430 0.707 -1.803 -0.03
H -1.233 -2.625 0.468 0.11
H 0.216 -2.180 -1.564 0.14
H -1.289 -1.133 -1.172 0.14
H 1.671 -0.628 -0.719 0.16
H -0.580 0.069 1.002 0.14
H 0.244 1.301 0.454 0.15
H 1.185 0.447 2.651 0.11
H 1.422 -1.062 1.808 0.11
H 2.368 0.450 1.311 0.11
H 0.517 0.149 -2.742 0.10
H 1.274 1.403 -1.921 0.10
H -0.476 1.302 -1.704 0.09
H -3.125 1.359 0.762 0.06
H -2.158 2.456 1.227 0.06
O -2.197 1.619 0.752 -0.04
```

---

Which of them is most stable, and which least? Most stable: four; least stable: three.

---

--- one ---
Here is a cluster of 3 separate species, C4H14NO2 in total from OMol25. Energies are from the ωB97M-V functional and the def2-TZVPD basis.

E_HOMO = -15.334 eV
charge = +1
LUMO = -3.050 eV
orbital gap = 12.284 eV

Structure (XYZ):
```
21
Properties=species:S:1:pos:R:3:lowdin_charge:R:1
C 1.435 -0.542 -0.113 -0.07
N 0.064 0.059 0.418 0.04
C -0.530 0.987 -0.731 -0.06
C 0.087 0.415 -1.984 -0.13
C 0.984 -0.781 -1.528 -0.16
H 1.380 -1.447 0.558 0.14
H 2.365 0.042 0.134 0.15
H -0.609 -0.697 0.652 0.09
H 0.065 0.674 1.252 0.10
H -1.534 0.880 -0.601 0.09
H -0.327 1.991 -0.494 0.11
H 0.487 1.151 -2.631 0.10
H -0.650 0.038 -2.694 0.12
H 0.612 -1.768 -1.444 0.10
H 1.811 -0.841 -2.245 0.13
H -2.914 -1.623 0.380 0.16
H -2.146 -2.274 1.666 0.10
O -1.945 -1.835 0.781 -0.12
H 0.899 1.337 3.222 0.03
H -0.124 2.387 2.876 0.08
O 0.591 1.848 2.526 0.00
```

---

--- two ---
Here is a cluster of 3 separate species, C4H14NO2 in total from OMol25. Energies are from the ωB97M-V functional and the def2-TZVPD basis.

E_HOMO = -14.174 eV
charge = +1
LUMO = -2.947 eV
orbital gap = 11.227 eV

Structure (XYZ):
```
21
Properties=species:S:1:pos:R:3:lowdin_charge:R:1
C 1.959 1.987 0.484 -0.06
C 2.068 0.736 -0.406 -0.20
C 0.769 0.393 -1.038 -0.29
C 0.329 0.437 -2.292 0.11
N -0.408 0.136 -0.068 0.21
H 2.819 2.552 0.113 0.09
H 0.981 2.438 0.459 0.07
H 2.396 1.825 1.477 0.09
H 2.773 0.727 -1.253 0.13
H 2.371 -0.181 0.160 0.13
H -0.678 0.548 -2.666 0.09
H 1.155 0.715 -2.931 0.08
H -0.920 1.005 0.088 0.17
H -0.159 -0.419 0.756 0.15
H -1.020 -0.633 -0.449 0.10
H -2.618 -2.317 -0.898 0.08
H -1.308 -3.065 -0.967 0.08
O -1.692 -2.257 -0.621 -0.03
H -1.959 -0.389 3.891 0.05
H -2.704 -1.309 2.944 0.04
O -1.925 -0.750 2.990 -0.07
```

---

Which of them is most stable, and which least? Most stable: one; least stable: two.

---

--- one ---
Here is a structure of composition C22H25BaNO5PSSi from OMol25. Energies are from the ωB97M-V functional and the def2-TZVPD basis.

E_HOMO = -3.702 eV
charge = -1
LUMO = 2.416 eV
orbital gap = 6.118 eV

Structure (XYZ):
```
57
Properties=species:S:1:pos:R:3:lowdin_charge:R:1
Ba -1.699 -0.213 2.550 1.68
O -3.420 1.229 0.746 -0.20
N -2.516 1.720 -0.215 0.04
C -1.568 2.343 0.343 -0.19
C -0.470 2.880 -0.510 -0.21
C -0.629 4.032 -1.271 -0.03
C 0.442 4.546 -1.982 -0.08
C 1.673 3.916 -1.929 -0.08
C 1.824 2.756 -1.188 -0.07
C 0.748 2.219 -0.484 -0.32
P 0.837 0.629 0.390 1.07
C 2.591 0.575 0.914 -0.35
C 2.866 1.134 2.166 -0.07
C 4.170 1.154 2.641 -0.07
C 5.197 0.609 1.886 -0.10
C 4.926 0.044 0.648 -0.10
C 3.628 0.027 0.159 -0.10
C 0.764 -0.554 -1.013 -0.37
C 0.521 -0.191 -2.333 -0.08
C 0.426 -1.161 -3.324 -0.09
C 0.583 -2.502 -3.008 -0.09
C 0.823 -2.874 -1.691 -0.10
C 0.898 -1.909 -0.701 -0.12
H -3.923 0.562 0.260 0.07
H -1.406 2.467 1.440 0.10
H -1.592 4.527 -1.285 0.11
H 0.317 5.449 -2.566 0.10
H 2.518 4.322 -2.470 0.10
H 2.786 2.259 -1.162 0.10
H 2.046 1.545 2.745 0.07
H 4.367 1.587 3.613 0.11
H 6.212 0.617 2.264 0.10
H 5.726 -0.388 0.058 0.10
H 3.422 -0.419 -0.807 0.10
H 0.396 0.853 -2.592 0.10
H 0.221 -0.861 -4.344 0.10
H 0.500 -3.258 -3.778 0.10
H 0.926 -3.920 -1.432 0.10
H 1.068 -2.210 0.328 0.11
O 0.163 2.288 5.549 -0.34
S -0.334 1.717 4.326 0.16
O -1.841 1.554 4.323 -0.64
O 0.182 0.309 4.105 -0.66
O 0.003 2.478 3.096 -0.45
C -2.231 -4.356 0.128 -0.31
Si -3.117 -2.664 0.357 0.36
C -3.005 -1.996 -1.454 -0.30
C -4.963 -3.217 0.428 -0.33
H -2.638 -4.918 -0.723 0.01
H -2.313 -4.985 1.020 0.00
H -1.164 -4.198 -0.056 -0.03
H -3.358 -2.741 -2.181 0.01
H -1.963 -1.762 -1.699 -0.02
H -3.572 -1.077 -1.647 0.00
H -5.247 -3.861 -0.415 0.01
H -5.634 -2.351 0.422 -0.01
H -5.170 -3.764 1.353 -0.01
```

---

--- two ---
Here is a structure of composition C22H25BaNO5PSSi from OMol25. Energies are from the ωB97M-V functional and the def2-TZVPD basis.

E_HOMO = -3.484 eV
charge = -1
LUMO = 2.446 eV
orbital gap = 5.930 eV

Structure (XYZ):
```
57
Properties=species:S:1:pos:R:3:lowdin_charge:R:1
Ba 2.402 -1.321 0.685 1.71
O 0.531 -4.200 0.286 -0.08
N -0.318 -3.775 -0.730 0.03
C -0.671 -2.578 -0.537 -0.18
C -1.603 -1.877 -1.411 -0.20
C -2.624 -2.593 -2.037 -0.03
C -3.562 -1.942 -2.814 -0.08
C -3.500 -0.563 -2.961 -0.08
C -2.486 0.149 -2.345 -0.08
C -1.519 -0.490 -1.575 -0.28
P -0.124 0.472 -0.864 1.08
C -1.069 1.813 -0.065 -0.36
C -1.424 1.611 1.264 -0.10
C -2.167 2.559 1.948 -0.08
C -2.544 3.732 1.312 -0.10
C -2.172 3.955 -0.006 -0.09
C -1.437 3.002 -0.690 -0.10
C 0.573 1.280 -2.312 -0.40
C 0.549 0.707 -3.575 -0.08
C 1.192 1.331 -4.632 -0.08
C 1.863 2.524 -4.434 -0.09
C 1.905 3.089 -3.168 -0.08
C 1.275 2.463 -2.110 -0.12
H 0.830 -5.063 -0.012 0.09
H -0.306 -2.064 0.357 0.07
H -2.673 -3.663 -1.888 0.11
H -4.351 -2.506 -3.295 0.10
H -4.238 -0.045 -3.559 0.10
H -2.430 1.220 -2.478 0.10
H -1.111 0.709 1.779 0.08
H -2.433 2.381 2.983 0.10
H -3.114 4.481 1.847 0.10
H -2.447 4.879 -0.501 0.10
H -1.125 3.191 -1.712 0.10
H 0.062 -0.246 -3.734 0.11
H 1.188 0.865 -5.609 0.10
H 2.374 3.003 -5.259 0.10
H 2.454 4.007 -2.997 0.10
H 1.343 2.889 -1.116 0.11
O 3.723 -0.628 -3.100 -0.31
S 3.194 -0.913 -1.789 0.13
O 3.097 0.309 -0.904 -0.64
O 4.028 -1.874 -0.979 -0.62
O 1.812 -1.510 -1.800 -0.57
C 0.195 -0.306 4.374 -0.33
Si 1.682 -1.515 4.060 0.35
C 2.859 -0.929 5.475 -0.33
C 0.948 -3.106 4.876 -0.32
H -0.086 -0.291 5.433 0.01
H -0.691 -0.611 3.811 -0.01
H 0.431 0.720 4.082 -0.01
H 2.341 -0.892 6.438 0.00
H 3.261 0.067 5.275 -0.01
H 3.713 -1.601 5.583 -0.01
H 0.544 -2.892 5.871 0.00
H 1.709 -3.879 4.986 -0.01
H 0.143 -3.532 4.274 -0.01
```

---

Which of them is most stable, and which least? Most stable: one; least stable: two.

---

--- one ---
Here is a cluster of 2 separate species, C2H2N2O2S in total from OMol25. Energies are from the ωB97M-V functional and the def2-TZVPD basis.

E_HOMO (alpha / beta) = -10.805 / -10.341 eV
charge = 0
LUMO (alpha / beta) = -3.307 / -3.426 eV
orbital gap (alpha / beta) = 7.498 / 6.915 eV

Structure (XYZ):
```
9
Properties=species:S:1:pos:R:3:lowdin_charge:R:1
C 0.461 2.029 0.294 -0.19
C -0.378 -0.331 -0.234 -0.41
N 0.737 3.123 0.226 -0.05
N 0.906 -0.895 -0.286 -0.53
O 1.449 -0.947 -1.369 0.11
O 1.411 -1.335 0.706 0.07
S -1.325 -1.011 1.027 0.95
H -0.605 0.123 -1.246 0.13
H -2.656 -0.756 0.882 -0.07
```

---

--- two ---
Here is a cluster of 2 separate species, C2H2N2O2S in total from OMol25. Energies are from the ωB97M-V functional and the def2-TZVPD basis.

E_HOMO (alpha / beta) = -10.437 / -10.439 eV
charge = 0
LUMO (alpha / beta) = -4.005 / -3.998 eV
orbital gap (alpha / beta) = 6.432 / 6.442 eV

Structure (XYZ):
```
9
Properties=species:S:1:pos:R:3:lowdin_charge:R:1
C -2.648 0.460 -2.301 -0.84
C -0.206 0.586 -0.091 0.09
N -3.186 1.314 -2.875 0.10
N -0.847 1.070 1.019 -0.49
O -1.167 2.245 1.094 0.09
O -1.096 0.293 1.902 0.09
S -1.889 -0.796 -1.611 0.82
H -0.198 1.327 -0.999 0.14
H 0.004 -0.412 -0.231 0.00
```

---

Which of them is most stable, and which least? Most stable: two; least stable: one.